1.
91
Properties=species:S:1:pos:R:3:mulliken_charge:R:1 method="wB97M-V/def2-TZVPD" energy_ha=-3176.04864 gap_ev=6.3 e_lumo_ev=1.33 charge=-1 largest_force_ev_per_a=6.94 homo_energy_ev=-4.975
C -7.267 4.744 1.278 -1.16
C -8.005 3.439 1.120 1.00
O -8.206 2.724 2.092 -0.66
N -8.434 3.107 -0.156 -0.52
C -9.481 2.072 -0.113 -0.88
Nb -6.825 2.574 -1.461 -0.41
F -6.670 4.414 -2.066 -0.67
C -5.024 2.101 -2.729 -1.33
C -3.715 2.542 -2.034 0.16
C -2.462 2.227 -2.889 -0.96
C -1.494 1.174 -2.346 -0.67
S -1.112 1.360 -0.629 1.12
O -1.968 0.473 0.113 -0.67
O -1.208 2.708 -0.162 -0.65
O 0.377 0.809 -0.473 -0.23
C -6.733 0.463 -0.687 -0.88
C -7.481 -0.537 -1.484 0.52
O -7.174 -0.849 -2.597 -0.54
O -8.599 -1.121 -0.906 -0.50
H -6.234 4.520 1.536 0.25
H -7.239 5.313 0.352 0.30
H -7.697 5.332 2.087 0.40
H -9.176 1.143 0.357 0.34
H -9.896 1.918 -1.105 0.29
H -10.304 2.461 0.497 0.36
H -8.008 2.116 -2.809 0.03
H -5.665 2.973 -0.079 0.11
H -5.118 2.566 -3.713 0.60
H -4.988 1.011 -2.836 0.49
H -3.701 2.099 -1.044 0.25
H -3.764 3.624 -1.922 0.25
H -1.899 3.137 -3.093 0.35
H -2.819 1.863 -3.852 0.48
H -0.546 1.290 -2.880 0.46
H -1.803 0.146 -2.510 0.36
H 0.486 0.703 0.488 0.27
H -7.095 0.412 0.345 0.49
H -5.692 0.136 -0.675 0.53
H -8.304 -1.743 -0.232 0.32
O 2.922 1.438 1.922 -0.81
P 4.396 1.605 1.881 1.22
O 4.827 0.736 3.215 -0.31
C 4.643 -0.678 3.186 -0.32
C 5.650 -1.383 2.293 -0.92
O 4.588 3.131 2.387 -0.35
C 3.506 4.071 2.391 -0.33
C 2.848 4.133 3.753 -1.11
O 5.849 1.501 1.219 -0.38
C 6.976 2.324 1.562 -0.26
C 7.433 2.209 2.998 -0.93
H 3.620 -0.904 2.870 0.25
H 4.756 -1.028 4.213 0.32
H 5.500 -1.117 1.244 0.17
H 5.544 -2.465 2.385 0.41
H 6.670 -1.103 2.555 0.25
H 2.782 3.838 1.612 0.35
H 3.938 5.043 2.145 0.32
H 2.571 3.139 4.103 0.27
H 1.955 4.756 3.722 0.38
H 3.540 4.550 4.487 0.31
H 6.780 3.359 1.289 0.27
H 7.778 1.981 0.908 0.35
H 6.699 2.605 3.695 0.26
H 8.358 2.775 3.122 0.40
H 7.617 1.170 3.267 0.19
O 4.785 -3.211 -1.443 -0.85
P 3.954 -4.330 -0.933 1.18
O 3.519 -5.149 -2.277 -0.31
C 4.502 -5.913 -2.977 -0.37
C 4.901 -7.172 -2.228 -0.97
O 2.612 -3.470 -0.565 -0.36
C 2.618 -2.043 -0.475 0.18
C 2.166 -1.405 -1.768 -1.13
O 3.551 -5.468 0.120 -0.37
C 2.227 -5.717 0.628 -0.17
C 1.209 -6.097 -0.420 -0.98
H 5.378 -5.289 -3.178 0.30
H 4.059 -6.177 -3.936 0.32
H 5.427 -6.932 -1.301 0.29
H 5.561 -7.787 -2.840 0.40
H 4.021 -7.755 -1.957 0.20
H 3.600 -1.679 -0.177 -0.13
H 1.919 -1.770 0.320 0.37
H 2.716 -1.793 -2.627 0.36
H 2.289 -0.325 -1.728 0.29
H 1.113 -1.628 -1.944 0.28
H 1.889 -4.872 1.223 0.25
H 2.349 -6.551 1.321 0.37
H 0.994 -5.276 -1.099 0.25
H 0.279 -6.381 0.073 0.41
H 1.561 -6.939 -1.018 0.21


2.
107
Properties=species:S:1:pos:R:3:mulliken_spin:R:1 method="wB97M-V/def2-TZVPD" spin_multiplicity=2 energy_ha=-27203.86761 gap_ev="7.5 / 3.2" e_lumo_ev="-2.39 / -6.62" charge=+1 largest_force_ev_per_a=10.70 homo_energy_ev="-9.852 / -9.852" s2=0.7628
Al -2.551 -2.087 -0.167 0.00
N -0.284 -0.340 -0.506 0.00
S 0.504 0.070 -1.711 0.00
O 1.980 -0.118 -1.638 0.00
O 0.008 1.029 -2.627 0.00
F 0.099 -1.339 -2.398 0.00
S 0.251 0.969 0.398 0.00
O 0.397 2.326 -0.200 0.00
O 1.022 0.629 1.548 0.00
F -1.214 1.185 1.000 0.00
C -0.857 2.273 -6.284 0.00
Br 0.802 1.301 -6.902 0.00
Br -2.264 1.551 -7.475 0.00
Br -1.001 4.299 -6.184 0.00
H -1.013 1.942 -5.258 0.00
C 0.680 5.419 -1.264 0.00
Br -0.827 5.288 -0.168 0.00
Br 2.171 6.579 -0.552 0.00
Br 0.083 6.360 -3.015 0.00
H 1.091 4.438 -1.501 0.00
C 4.021 1.879 -4.581 0.00
Br 4.841 0.015 -4.776 0.00
Br 5.309 3.361 -5.092 0.00
Br 3.815 2.028 -2.621 0.00
H 3.040 2.020 -5.035 0.00
O -0.579 5.152 4.320 0.00
P 0.726 4.315 4.386 -0.05
N 1.443 4.607 5.952 0.49
C 0.598 4.870 7.105 -0.02
C 2.804 4.147 6.264 -0.03
N 2.019 4.650 3.315 0.00
C 2.722 5.938 3.424 0.00
C 2.129 4.140 1.890 0.00
N 0.508 2.560 4.343 0.42
C 1.557 1.630 4.580 -0.01
C -0.881 2.103 4.316 -0.03
H -0.138 4.069 7.178 0.03
H 0.059 5.805 6.949 0.01
H 1.133 4.982 8.047 0.00
H 3.300 4.830 6.953 0.02
H 3.436 3.987 5.390 0.00
H 2.641 3.158 6.692 0.04
H 2.019 6.751 3.241 0.00
H 3.157 6.003 4.421 0.00
H 3.527 5.981 2.691 0.00
H 3.148 4.287 1.533 0.00
H 2.016 3.066 1.739 0.00
H 1.559 4.766 1.204 0.00
H 2.419 1.871 3.957 0.00
H 1.766 1.610 5.650 0.03
H 1.194 0.634 4.325 0.02
H -1.463 2.823 3.741 0.00
H -1.336 1.850 5.274 0.04
H -0.861 1.156 3.778 0.02
O -0.811 -3.986 -1.449 0.00
P 0.507 -4.652 -1.720 0.00
N 1.074 -4.405 -3.327 0.00
C 0.724 -5.421 -4.357 0.00
C 1.628 -3.206 -3.823 0.00
N 0.602 -6.401 -1.456 0.00
C 1.859 -7.125 -1.748 0.00
C -0.419 -7.249 -0.986 0.00
N 1.735 -3.998 -0.665 0.00
C 3.205 -4.300 -0.706 0.00
C 1.364 -3.636 0.732 0.00
H -0.331 -5.345 -4.622 0.00
H 0.968 -6.453 -4.104 0.00
H 1.350 -5.272 -5.237 0.00
H 2.141 -3.414 -4.762 0.00
H 2.481 -2.835 -3.254 0.00
H 0.763 -2.553 -3.944 0.00
H 2.407 -7.174 -0.807 0.00
H 1.793 -8.168 -2.060 0.00
H 2.515 -6.615 -2.454 0.00
H -1.118 -7.501 -1.784 0.00
H -0.160 -8.208 -0.537 0.00
H -1.018 -6.713 -0.250 0.00
H 3.278 -5.370 -0.899 0.00
H 3.586 -3.725 -1.550 0.00
H 3.822 -4.093 0.169 0.00
H 1.215 -2.566 0.876 0.00
H 2.069 -3.949 1.502 0.00
H 0.381 -4.006 1.025 0.00
C -4.322 2.344 2.846 0.00
O -5.003 1.152 3.323 0.00
C -4.475 0.005 2.957 0.00
O -3.442 -0.214 2.266 0.00
O -5.144 -0.947 3.631 0.00
C -6.229 -0.672 4.507 0.00
H -4.520 2.550 1.794 0.00
H -3.250 2.188 2.973 0.00
H -4.671 3.293 3.255 0.00
H -7.005 -0.026 4.097 0.00
H -5.770 -0.243 5.397 0.00
H -6.629 -1.650 4.777 0.00
C -5.354 -1.837 -3.764 0.00
O -4.291 -1.461 -4.632 0.00
C -3.074 -1.793 -4.437 0.00
O -2.614 -2.423 -3.470 0.00
O -2.437 -1.472 -5.538 0.00
C -1.088 -1.892 -5.644 0.00
H -6.280 -1.971 -4.323 0.00
H -5.528 -0.848 -3.340 0.00
H -5.150 -2.643 -3.060 0.00
H -0.653 -1.377 -6.500 0.00
H -1.000 -2.977 -5.706 0.00
H -0.404 -1.562 -4.862 0.00


- Which value of charge does entry 2 give?
  +1


- Which of these has the lowest charge?
  C21H50FNNbO14P2S


- The highest charge belongs to which entry?
  C21H51AlBr9F2N7O12P2S2


- Among the records above, which one has the highest charge?
  C21H51AlBr9F2N7O12P2S2